Computed, not measured: a gas-phase ion, C12H21OS (charge +1), with the ωB97M-V functional and the def2-TZVPD basis.

The geometry in XYZ format:
```
35
Properties=species:S:1:pos:R:3:forces:R:3:mulliken_charge:R:1
C -1.3072 -0.9382 0.4178 -0.1656 -1.8840 0.9511 -0.6891
C -0.2980 0.0688 0.7666 -0.4345 2.2126 2.8574 1.0546
C -0.9247 -1.8101 -0.4970 -0.5290 -0.3073 -0.6193 -0.2987
C -0.1241 0.3407 2.3244 -0.5524 -0.6740 0.1665 0.0891
C 0.6776 1.7775 4.2266 0.2448 0.6005 -1.6604 -1.2784
C -1.2635 -0.3839 3.1699 1.9010 2.3331 -1.8703 -1.9399
C 1.6900 1.9879 1.7996 -0.0832 0.9201 1.3303 -1.0651
C -0.4269 0.6572 -2.7270 -2.6321 -2.9700 0.1339 -1.8393
C 1.4675 -0.8284 -3.7166 -2.2459 -3.2152 3.4923 -1.6559
C -0.8127 -1.8066 -3.3683 -0.7142 -0.0926 1.6468 -1.7285
C 0.7431 1.2899 2.7872 -1.0071 -1.5758 -1.5786 0.7522
C 0.1533 -0.7471 -2.8391 0.9276 -0.5945 -0.4762 1.4766
O 0.9173 -0.1000 0.0701 0.0495 -3.6030 -2.7403 -0.3592
S 0.6564 -1.4603 -1.0869 0.7790 2.6749 0.2020 0.0566
H -2.1508 -1.2477 1.0641 0.2307 1.0239 -0.8444 0.2573
H -0.6331 1.0477 0.4710 -0.6829 0.5772 -0.5969 0.3432
H -1.4766 -2.6088 -1.0031 0.2506 0.1985 0.7685 0.5143
H 0.9138 1.0902 5.0262 0.2673 -0.2678 -0.0621 0.3041
H 1.3137 2.6923 4.2507 -0.8091 -0.5912 0.5589 0.3398
H -0.3918 1.9583 4.2191 -0.0869 0.8581 1.0892 0.3489
H -2.1945 -0.2573 2.6594 -0.6570 0.0857 -0.1493 0.4900
H -1.3555 0.1125 4.0855 -0.0980 0.5036 1.5404 0.4675
H -1.0708 -1.3977 3.3168 0.3798 -1.7390 0.2633 0.4292
H 2.6191 1.3329 1.8920 -0.6524 1.5977 -0.5220 0.2397
H 1.7698 3.1068 2.1714 0.5238 -2.3363 -0.8075 0.4100
H 1.3063 2.0381 0.7481 0.4836 -0.2510 0.9823 0.1797
H 0.3386 1.2505 -2.5019 2.8606 2.9277 1.1643 0.5552
H -0.8511 0.9726 -3.6503 -0.0972 0.0141 -1.1473 0.4754
H -1.2808 0.7545 -2.0376 0.5152 -0.2186 0.1687 0.3465
H 2.2018 -0.4364 -3.1082 2.1589 1.1876 0.4798 0.5462
H 1.3233 -0.4432 -4.6403 -0.3072 1.7020 -2.7173 0.4849
H 1.6354 -1.9177 -3.8389 0.3052 0.5673 -0.0032 0.3996
H -0.6534 -1.7606 -4.4252 -0.4469 -0.3660 -0.7051 0.4696
H -0.7005 -2.8603 -2.9740 0.3396 1.0616 -0.7097 0.3380
H -1.8111 -1.4739 -3.0520 -0.0157 -0.3599 -0.5857 0.4862
```
Forces are in eV/Å.

Computed properties:
Charge: +1
Kohn-Sham gap in hartree: 0.275
E in eV: -25656.5157
Lowest unoccupied orbital energy in Ha: -0.1605
Relative energy (zero: lowest compared OMol25 entry of this formula, charge and spin) in kcal per mole: 75.50